No. 1
Here is a 5-piece molecular cluster, C31H75BFN4O14PS overall from the Open Molecules 2025 dataset. Energies are from ωB97M-V/def2-TZVPD.

Bonds (Å) are listed after each position.
Atoms and positions in Å:
1 C 1.287 1.846 -3.641  C2 1.528, H18 1.089, H19 1.090, H20 1.091
2 C 1.900 0.782 -2.733  C1 1.528, B3 1.559, H21 1.096, H22 1.095
3 B 1.606 -0.667 -3.229  C2 1.559, O4 1.364, C5 1.644
4 O 0.771 -0.881 -4.286  B3 1.364, H23 0.966
5 C 2.249 -2.014 -2.542  B3 1.644, P6 1.834, O8 1.490, C13 1.535
6 P 3.863 -2.357 -3.342  C5 1.834, O7 1.480, H24 1.407, H25 1.404
7 O 4.240 -1.326 -4.335  P6 1.480
8 O 1.384 -3.164 -2.929  C5 1.490, S9 1.585
9 S 0.272 -3.457 -1.838  O8 1.585, O10 1.420, O11 1.417, O12 1.590
10 O 0.367 -4.823 -1.464  S9 1.420
11 O -0.982 -2.922 -2.222  S9 1.417
12 O 0.893 -2.532 -0.704  S9 1.590, C13 1.427
13 C 2.251 -2.230 -1.022  C5 1.535, O12 1.427, C14 1.525, H26 1.099
14 C 2.776 -1.118 -0.120  C13 1.525, F15 1.402, C16 1.519, H27 1.095
15 F 3.786 -0.468 -0.844  C14 1.402
16 C 3.309 -1.637 1.205  C14 1.519, C17 1.526, H28 1.093, H29 1.090
17 C 4.321 -0.690 1.844  C16 1.526, H30 1.090, H31 1.090, H32 1.088
18 H 1.744 1.788 -4.628  C1 1.089
19 H 0.210 1.717 -3.745  C1 1.090
20 H 1.462 2.850 -3.250  C1 1.091
21 H 2.992 0.877 -2.724  C2 1.096
22 H 1.608 0.925 -1.687  C2 1.095
23 H 1.156 -1.266 -5.083  O4 0.966
24 H 4.758 -2.552 -2.273  P6 1.407
25 H 3.665 -3.644 -3.866  P6 1.404
26 H 2.852 -3.125 -0.808  C13 1.099
27 H 1.961 -0.418 0.088  C14 1.095
28 H 3.775 -2.616 1.063  C16 1.093
29 H 2.454 -1.751 1.871  C16 1.090
30 H 3.874 0.274 2.089  C17 1.090
31 H 4.685 -1.130 2.772  C17 1.090
32 H 5.184 -0.535 1.201  C17 1.088
33 C -1.172 4.273 -9.991  O34 1.412, H42 1.088, H43 1.096, H44 1.095
34 O -1.053 2.916 -10.362  C33 1.412, C35 1.421
35 C 0.006 2.637 -11.269  O34 1.421, C36 1.513, H45 1.094, H46 1.093
36 C 1.096 1.825 -10.605  C35 1.513, N37 1.455, H47 1.095, H48 1.099
37 N 1.810 2.614 -9.613  C36 1.455, C38 1.458, H49 1.012
38 C 2.742 1.859 -8.784  N37 1.458, C39 1.524, H50 1.093, H51 1.095
39 C 2.179 0.770 -7.880  C38 1.524, O40 1.416, H52 1.094, H53 1.097
40 O 1.374 1.253 -6.819  C39 1.416, C41 1.415
41 C 0.013 1.484 -7.129  O40 1.415, H54 1.094, H55 1.094, H56 1.090
42 H -2.097 4.371 -9.426  C33 1.088
43 H -0.340 4.609 -9.362  C33 1.096
44 H -1.226 4.923 -10.870  C33 1.095
45 H 0.414 3.566 -11.679  C35 1.094
46 H -0.413 2.055 -12.094  C35 1.093
47 H 1.805 1.497 -11.371  C36 1.095
48 H 0.626 0.926 -10.182  C36 1.099
49 H 1.137 3.076 -9.014  N37 1.012
50 H 3.268 2.574 -8.147  C38 1.093
51 H 3.493 1.405 -9.438  C38 1.095
52 H 3.029 0.272 -7.404  C39 1.094
53 H 1.635 0.002 -8.444  C39 1.097
54 H -0.347 0.791 -7.895  C41 1.094
55 H -0.166 2.508 -7.466  C41 1.094
56 H -0.558 1.324 -6.214  C41 1.090
57 C -8.172 -5.242 -0.039  O58 1.411, H66 1.089, H67 1.096, H68 1.095
58 O -7.454 -5.802 -1.117  C57 1.411, C59 1.423
59 C -6.735 -4.861 -1.905  O58 1.423, C60 1.512, H69 1.095, H70 1.093
60 C -5.242 -5.025 -1.734  C59 1.512, N61 1.455, H71 1.094, H72 1.099
61 N -4.814 -4.621 -0.404  C60 1.455, C62 1.459, H73 1.012
62 C -3.423 -4.932 -0.090  N61 1.459, C63 1.523, H74 1.094, H75 1.095
63 C -2.999 -6.394 -0.051  C62 1.523, O64 1.417, H76 1.092, H77 1.097
64 O -3.573 -7.138 1.009  C63 1.417, C65 1.412
65 C -4.852 -7.680 0.753  O64 1.412, H78 1.094, H79 1.095, H80 1.090
66 H -8.788 -6.034 0.383  C57 1.089
67 H -7.512 -4.856 0.747  C57 1.096
68 H -8.824 -4.429 -0.372  C57 1.095
69 H -7.039 -3.840 -1.653  C59 1.095
70 H -6.993 -5.045 -2.951  C59 1.093
71 H -4.732 -4.398 -2.473  C60 1.094
72 H -4.996 -6.072 -1.964  C60 1.099
73 H -5.413 -5.062 0.282  N61 1.012
74 H -3.209 -4.500 0.891  C62 1.094
75 H -2.785 -4.411 -0.811  C62 1.095
76 H -1.920 -6.413 0.118  C63 1.092
77 H -3.178 -6.901 -1.007  C63 1.097
78 H -4.976 -7.938 -0.303  C65 1.094
79 H -5.659 -6.999 1.042  C65 1.095
80 H -4.950 -8.587 1.349  C65 1.090
81 C -1.519 2.952 5.213  O82 1.412, H90 1.089, H91 1.096, H92 1.095
82 O -2.392 1.874 4.950  C81 1.412, C83 1.421
83 C -3.289 2.081 3.866  O82 1.421, C84 1.513, H93 1.094, H94 1.093
84 C -2.934 1.185 2.700  C83 1.513, N85 1.456, H95 1.094, H96 1.099
85 N -1.678 1.599 2.092  C84 1.456, C86 1.457, H97 1.012
86 C -1.139 0.669 1.108  N85 1.457, C87 1.523, H98 1.095, H99 1.095
87 C -0.740 -0.723 1.581  C86 1.523, O88 1.421, H100 1.091, H101 1.096
88 O 0.384 -0.734 2.451  C87 1.421, C89 1.417
89 C 0.110 -0.511 3.823  O88 1.417, H102 1.093, H103 1.093, H104 1.090
90 H -0.991 2.719 6.136  C81 1.089
91 H -0.776 3.089 4.418  C81 1.096
92 H -2.067 3.890 5.344  C81 1.095
93 H -3.287 3.132 3.560  C83 1.094
94 H -4.293 1.829 4.216  C83 1.093
95 H -3.727 1.244 1.948  C84 1.094
96 H -2.910 0.153 3.076  C84 1.099
97 H -0.990 1.736 2.821  N85 1.012
98 H -0.253 1.137 0.668  C86 1.095
99 H -1.870 0.556 0.300  C86 1.095
100 H -0.426 -1.290 0.704  C87 1.091
101 H -1.578 -1.263 2.036  C87 1.096
102 H -0.872 -0.903 4.102  C89 1.093
103 H 0.157 0.548 4.090  C89 1.093
104 H 0.873 -1.036 4.399  C89 1.090
105 C 2.163 6.701 9.289  O106 1.412, H114 1.089, H115 1.096, H116 1.095
106 O 3.421 6.060 9.276  C105 1.412, C107 1.422
107 C 3.646 5.170 10.361  O106 1.422, C108 1.513, H117 1.094, H118 1.093
108 C 3.693 3.733 9.888  C107 1.513, N109 1.455, H119 1.095, H120 1.099
109 N 2.382 3.280 9.450  C108 1.455, C110 1.457, H121 1.012
110 C 2.369 1.980 8.792  N109 1.457, C111 1.524, H122 1.093, H123 1.095
111 C 3.136 1.829 7.484  C110 1.524, O112 1.415, H124 1.093, H125 1.097
112 O 2.591 2.562 6.404  C111 1.415, C113 1.414
113 C 2.998 3.913 6.311  O112 1.414, H126 1.094, H127 1.094, H128 1.090
114 H 2.179 7.456 8.505  C105 1.089
115 H 1.337 6.008 9.092  C105 1.096
116 H 1.977 7.195 10.248  C105 1.095
117 H 2.876 5.297 11.128  C107 1.094
118 H 4.613 5.427 10.802  C107 1.093
119 H 4.027 3.101 10.717  C108 1.095
120 H 4.455 3.672 9.098  C108 1.099
121 H 1.989 3.970 8.823  N109 1.012
122 H 1.326 1.723 8.594  C110 1.093
123 H 2.750 1.234 9.499  C110 1.095
124 H 3.073 0.777 7.191  C111 1.093
125 H 4.202 2.063 7.597  C111 1.097
126 H 4.017 4.053 6.682  C113 1.094
127 H 2.331 4.587 6.857  C113 1.094
128 H 2.967 4.193 5.258  C113 1.090

Output
Net charge = 0


No. 2
Here is a 12-piece molecular cluster, C31H77BrFNO13S overall from the Open Molecules 2025 dataset. Energies are from ωB97M-V/def2-TZVPD.

Bonds (Å) are listed after each position.
Atoms and positions in Å:
1 C -2.117 2.479 3.783  C2 1.632, H16 1.168, H17 1.148, H18 1.148
2 C -2.273 0.910 3.359  C1 1.632, C3 1.633, H19 1.148, H20 1.144
3 C -2.163 -0.077 4.655  C2 1.633, Br4 1.981, N5 1.494, H21 1.157
4 Br -3.928 -0.669 5.334  C3 1.981
5 N -1.164 -1.151 4.373  C3 1.494, C6 1.480, S12 1.712
6 C -0.056 -1.211 5.352  N5 1.480, C7 1.573, C11 1.560
7 C 1.352 -0.786 4.793  C6 1.573, C8 1.553, H22 1.162
8 C 2.594 -0.765 5.726  C7 1.553, C9 1.561, H23 1.147
9 C 2.360 -1.168 7.215  C8 1.561, C10 1.569, H24 1.139
10 C 0.961 -1.613 7.770  C9 1.569, C11 1.551, H25 1.141
11 C -0.276 -1.639 6.836  C6 1.560, C10 1.551, H26 1.138
12 S -1.834 -2.680 3.997  N5 1.712, O13 1.513, O14 1.524, F15 1.704
13 O -2.869 -2.653 2.894  S12 1.513
14 O -0.679 -3.516 3.456  S12 1.524
15 F -2.365 -3.554 5.361  S12 1.704
16 H -1.453 3.065 3.022  C1 1.168
17 H -1.603 2.611 4.801  C1 1.148
18 H -3.163 2.941 3.881  C1 1.148
19 H -1.374 0.697 2.677  C2 1.148
20 H -3.223 0.715 2.751  C2 1.144
21 H -1.703 0.588 5.482  C3 1.157
22 H 1.451 -0.483 3.675  C7 1.162
23 H 3.603 -0.433 5.294  C8 1.147
24 H 3.260 -1.132 7.911  C9 1.139
25 H 0.857 -1.889 8.872  C10 1.141
26 H -1.322 -1.932 7.176  C11 1.138
27 C -2.312 -4.024 -1.295  C28 1.516, H30 1.093, H31 1.093, H32 1.094
28 C -3.027 -2.688 -1.276  C27 1.516, O29 1.422, H33 1.092, H34 1.095
29 O -3.727 -2.523 -0.050  C28 1.422, H35 0.969
30 H -3.026 -4.843 -1.170  C27 1.093
31 H -1.773 -4.166 -2.235  C27 1.093
32 H -1.599 -4.093 -0.467  C27 1.094
33 H -3.753 -2.631 -2.090  C28 1.092
34 H -2.316 -1.863 -1.389  C28 1.095
35 H -3.076 -2.566 0.666  O29 0.969
36 C 6.573 -4.099 6.784  C37 1.515, H39 1.093, H40 1.093, H41 1.093
37 C 5.856 -2.764 6.793  C36 1.515, O38 1.423, H42 1.092, H43 1.095
38 O 5.158 -2.590 8.022  C37 1.423, H44 0.967
39 H 5.861 -4.918 6.918  C36 1.093
40 H 7.109 -4.247 5.843  C36 1.093
41 H 7.288 -4.159 7.609  C36 1.093
42 H 5.127 -2.715 5.981  C37 1.092
43 H 6.565 -1.939 6.672  C37 1.095
44 H 5.810 -2.625 8.735  O38 0.967
45 C -1.303 4.312 -1.431  C46 1.516, H48 1.093, H49 1.092, H50 1.094
46 C -1.163 3.303 -0.309  C45 1.516, O47 1.423, H51 1.092, H52 1.095
47 O -1.504 3.902 0.937  C46 1.423, H53 0.967
48 H -0.657 5.176 -1.254  C45 1.093
49 H -1.038 3.865 -2.392  C45 1.092
50 H -2.329 4.687 -1.488  C45 1.094
51 H -0.133 2.948 -0.241  C46 1.092
52 H -1.816 2.441 -0.475  C46 1.095
53 H -2.420 4.206 0.872  O47 0.967
54 C 0.948 -1.696 -0.160  C55 1.516, H57 1.093, H58 1.093, H59 1.094
55 C 2.052 -1.470 0.854  C54 1.516, O56 1.424, H60 1.092, H61 1.094
56 O 1.502 -0.987 2.076  C55 1.424, H62 0.971
57 H 0.403 -0.767 -0.347  C54 1.093
58 H 1.356 -2.062 -1.105  C54 1.093
59 H 0.221 -2.422 0.215  C54 1.094
60 H 2.764 -0.728 0.486  C55 1.092
61 H 2.594 -2.399 1.056  C55 1.094
62 H 0.878 -1.656 2.398  O56 0.971
63 C 2.593 -2.622 -4.149  C64 1.516, H66 1.093, H67 1.093, H68 1.094
64 C 1.271 -3.332 -4.362  C63 1.516, O65 1.423, H69 1.092, H70 1.095
65 O 0.250 -2.385 -4.652  C64 1.423, H71 0.966
66 H 2.515 -1.904 -3.328  C63 1.093
67 H 3.388 -3.336 -3.920  C63 1.093
68 H 2.877 -2.055 -5.041  C63 1.094
69 H 0.982 -3.879 -3.462  C64 1.092
70 H 1.338 -4.043 -5.192  C64 1.095
71 H 0.510 -1.912 -5.454  O65 0.966
72 C 10.854 -4.203 5.634  C73 1.516, H75 1.093, H76 1.093, H77 1.094
73 C 10.135 -2.869 5.650  C72 1.516, O74 1.423, H78 1.092, H79 1.095
74 O 9.441 -2.699 6.880  C73 1.423, H80 0.967
75 H 10.144 -5.023 5.769  C72 1.093
76 H 11.387 -4.349 4.692  C72 1.093
77 H 11.573 -4.265 6.457  C72 1.094
78 H 9.404 -2.820 4.840  C73 1.092
79 H 10.842 -2.042 5.527  C73 1.095
80 H 10.095 -2.734 7.591  O74 0.967
81 C -6.991 2.133 3.582  C82 1.516, H84 1.093, H85 1.093, H86 1.094
82 C -6.068 3.163 4.204  C81 1.516, O83 1.423, H87 1.092, H88 1.095
83 O -5.110 3.604 3.248  C82 1.423, H89 0.967
84 H -6.419 1.276 3.218  C81 1.093
85 H -7.729 1.782 4.308  C81 1.093
86 H -7.517 2.555 2.721  C81 1.094
87 H -5.529 2.732 5.050  C82 1.092
88 H -6.634 4.030 4.560  C82 1.095
89 H -5.593 3.992 2.507  O83 0.967
90 C -1.401 2.442 -6.022  C91 1.516, H93 1.093, H94 1.093, H95 1.094
91 C -1.229 3.781 -5.334  C90 1.516, O92 1.424, H96 1.092, H97 1.094
92 O 0.154 4.047 -5.121  C91 1.424, H98 0.966
93 H -0.963 1.642 -5.419  C90 1.093
94 H -2.458 2.221 -6.187  C90 1.093
95 H -0.885 2.434 -6.987  C90 1.094
96 H -1.726 3.778 -4.362  C91 1.092
97 H -1.654 4.589 -5.937  C91 1.094
98 H 0.585 4.057 -5.986  O92 0.966
99 C -3.335 4.960 -9.981  C100 1.516, H102 1.093, H103 1.093, H104 1.094
100 C -3.196 3.955 -8.855  C99 1.516, O101 1.423, H105 1.092, H106 1.095
101 O -3.541 4.559 -7.613  C100 1.423, H107 0.967
102 H -2.690 5.825 -9.805  C99 1.093
103 H -3.067 4.510 -10.940  C99 1.093
104 H -4.360 5.334 -10.042  C99 1.094
105 H -2.166 3.600 -8.784  C100 1.092
106 H -3.848 3.091 -9.019  C100 1.095
107 H -4.456 4.862 -7.680  O101 0.967
108 C -0.522 -7.342 0.217  C109 1.516, H111 1.093, H112 1.093, H113 1.094
109 C -0.581 -8.384 -0.883  C108 1.516, O110 1.423, H114 1.092, H115 1.095
110 O 0.442 -8.143 -1.843  C109 1.423, H116 0.966
111 H -0.641 -6.338 -0.199  C108 1.093
112 H -1.306 -7.513 0.958  C108 1.093
113 H 0.449 -7.365 0.721  C108 1.094
114 H -1.543 -8.343 -1.397  C109 1.092
115 H -0.450 -9.391 -0.474  C109 1.095
116 H 1.291 -8.190 -1.382  O110 0.966
117 C -2.052 9.579 -9.559  C118 1.516, H120 1.093, H121 1.093, H122 1.094
118 C -2.512 9.403 -10.993  C117 1.516, O119 1.423, H123 1.092, H124 1.095
119 O -3.650 8.552 -11.043  C118 1.423, H125 0.966
120 H -1.803 8.612 -9.114  C117 1.093
121 H -1.173 10.227 -9.507  C117 1.093
122 H -2.847 10.016 -8.948  C117 1.094
123 H -1.723 8.947 -11.594  C118 1.092
124 H -2.773 10.368 -11.440  C118 1.095
125 H -4.347 8.966 -10.516  O119 0.966

Output
Net charge = 0


| no. | molecular weight (g mol⁻¹) | LUMO (eV) |
| --- | --- | --- |
| 1 | 820.81 | 0.542 |
| 2 | 802.92 | -0.465 |